Below is a cluster of 2 separate species, C6H12O in total, with properties calculated with ωB97M-V/def2-TZVPD.

Positions of all 19 atoms, in Å:
1 C -2.48536 0.36000 -0.61392
2 C -1.91382 0.81728 0.72614
3 C 0.31432 -1.46053 0.95535
4 C 1.47457 -0.63524 0.92659
5 C 2.51626 -0.99208 -0.18610
6 C 1.84008 0.28877 -0.27646
7 O 0.94841 0.45056 -1.32089
8 H -1.70884 -0.07210 -1.25604
9 H -3.25011 -0.40944 -0.46625
10 H -2.94889 1.19077 -1.15824
11 H -2.70075 1.20353 1.38238
12 H -1.17717 1.62386 0.60657
13 H -0.00614 -1.57508 -0.10149
14 H -1.42343 -0.01120 1.25578
15 H 1.93418 -0.33290 1.86766
16 H 2.21747 -1.76146 -0.89081
17 H 3.54321 -1.04386 0.15976
18 H 2.38216 1.18329 0.03187
19 H 0.25703 1.06459 -1.03748

Forces on atoms 1 to 3 (eV/Å):
C 0.0 0.0 -0.1
C 0.1 0.0 0.1
C 0.4 0.2 -0.3

The energy above the lowest of the compared OMol25 structures with the same formula, charge and spin is 4.998 eV. As for the HOMO-LUMO gap: 0.3090 hartree. The total energy is -310.875609 hartree. The max |F| is 0.013 Eh/bohr. Its charge is 0.

Atomic partial charges in e from the Mulliken method, atoms 1 to 8: C -0.8244; C -0.6985; C -0.6459; C -0.0276; C -0.7432; C 0.1338; O -0.5278; H 0.2432